Computed, not measured: a structure of composition C14H10N5O4PbS, with ωB97M-V/def2-TZVPD.

Computed properties:
E_LUMO = 2.818 eV
HOMO level = -5.15 eV
Total charge = -1
Multiplicity = 1
Electronic energy = -46407.886 eV
Molar mass = 551.53 g/mol
Largest force on an atom = 0.0058 hartree/bohr
Energy relative to the best compared isomer or geometry (same formula, charge and spin) = 0.0 kcal/mol

Last column: Löwdin charge in e.
CARTESIAN COORDINATES (ANGSTROEM)
1 O -2.94634 1.55314 -1.55124  -0.24
2 N -1.20374 2.17321 0.35205  0.03
3 C 1.03856 -2.98349 -1.16588  -0.12
4 O -0.41975 0.04210 1.71315  -0.22
5 C -1.49378 4.49219 0.02684  0.00
6 H 1.30028 -5.16107 0.38734  0.10
7 N 0.43737 -1.97879 -1.64760  -0.12
8 H 2.03108 -2.98630 4.01773  0.10
9 C -0.06720 -0.85012 -3.49607  -0.92
10 Pb -1.40062 -0.07022 -0.55372  1.28
11 C 1.45403 -4.23942 0.93542  -0.05
12 H 1.76320 -5.18323 2.83933  0.10
13 C 1.76803 -1.86673 2.20467  -0.12
14 C 1.85911 -3.03623 2.95071  -0.07
15 C -0.65785 4.73354 1.10727  -0.05
16 N 1.55228 -1.84844 0.89356  0.13
17 H 0.47528 3.79629 2.71322  0.11
18 C 1.37127 -3.01718 0.27630  -0.28
19 S 0.04515 0.71486 -2.73134  0.49
20 H 1.85052 -0.90000 2.68988  0.10
21 H -1.96329 5.27743 -0.54761  0.11
22 C -0.44486 2.38396 1.42503  -0.17
23 C -0.14085 3.67003 1.83483  0.00
24 H -0.42601 5.75197 1.39620  0.10
25 H -0.77723 0.01354 -5.18105  0.06
26 C -2.76758 2.80089 -1.41379  -0.66
27 H -0.62808 -1.70276 -5.24429  0.08
28 O -3.31475 3.73374 -1.99725  0.01
29 C -1.75792 3.17865 -0.32088  -0.18
30 H 1.30105 -3.83740 -1.79441  0.11
31 C 1.70724 -4.24734 2.29641  -0.09
32 C -0.00821 1.13678 2.20335  -0.64
33 N 0.12892 -2.03810 -2.98710  -0.04
34 O 0.67948 1.32080 3.20699  0.01
35 N -0.34477 -0.82628 -4.83803  0.04

Forces on the atoms, in the same order (eV/Å):
O -0.053 -0.033 0.017
N 0.030 0.027 -0.030
C 0.105 -0.128 0.159
O -0.054 0.191 0.045
C 0.023 0.031 0.053
H 0.009 0.006 -0.001
N -0.027 0.048 -0.099
H 0.017 0.002 -0.015
C 0.003 -0.128 -0.087
Pb -0.260 -0.026 0.035
C 0.030 -0.121 0.033
H 0.014 0.000 -0.002
C 0.025 0.091 0.032
C -0.017 -0.020 -0.057
C 0.019 0.022 -0.001
N -0.007 -0.172 0.022
H 0.010 0.019 -0.010
C 0.020 0.088 -0.159
S 0.084 -0.015 0.116
H 0.000 -0.004 -0.042
H 0.008 0.008 0.004
C -0.088 0.003 -0.088
C -0.027 0.026 0.008
H -0.008 -0.003 0.010
H -0.035 -0.026 0.010
C 0.044 0.037 -0.029
H 0.007 -0.023 0.006
O -0.015 -0.076 -0.030
C 0.036 -0.099 0.091
H -0.058 -0.018 0.017
C -0.031 -0.006 0.022
C 0.097 0.031 -0.269
N 0.052 0.247 0.154
O 0.009 -0.090 0.094
N 0.041 0.113 -0.012